*w*
Molecular formula: C4H10NO3
Method: DFT, ωB97M-V/def2-TZVPD

Results
total charge: -1
HOMO-LUMO gap: 7.9 eV
LUMO level: 3.9 eV
HOMO: -4.0 eV

Last column: natural (NBO) charge in e.
Element x y z (Å)
C -0.85826 -0.05382 1.27608  -0.4271
N -0.44341 1.18269 0.49509  -0.4491
C 0.77751 1.81968 0.99963  -0.4154
C -0.22595 0.71080 -0.94914  -0.3670
C 0.98922 -0.23950 -1.37681  0.7614
O 1.58779 0.04338 -2.39284  -0.7291
O 1.23971 -1.10636 -0.46952  -0.8452
H -0.08984 -0.85725 1.40579  0.2211
H -1.78266 -0.42572 0.78481  0.1919
H -1.14382 0.30147 2.32378  0.1584
H 1.09621 2.46749 0.06117  0.1961
H 1.65041 1.26519 1.22276  0.1813
H 0.53902 2.35480 1.95985  0.1727
H -1.03059 0.13031 -1.32828  0.1874
H -0.24499 1.59748 -1.61338  0.1824
H -1.23817 -3.32482 -1.32337  0.4545
H -0.12084 -2.54749 -0.51870  0.5174
O -0.70133 -3.31832 -0.55691  -0.9917

=====

*x*
Molecular formula: C4H10NO3
Method: DFT, ωB97M-V/def2-TZVPD

Results
total charge: -1
HOMO-LUMO gap: 7.8 eV
LUMO level: 3.9 eV
HOMO: -3.9 eV

Last column: natural (NBO) charge in e.
Element x y z (Å)
C -0.34577 -1.73729 0.79554  -0.4266
N -1.31433 -0.65849 0.56891  -0.4617
C -1.10856 0.41427 1.53099  -0.4104
C -1.28187 -0.16715 -0.81604  -0.3404
C 0.08068 0.28538 -1.42618  0.7459
O 0.01284 0.43452 -2.66676  -0.7723
O 1.09942 0.44697 -0.70574  -0.8216
H 0.63020 -1.33425 1.06393  0.2040
H -0.16533 -2.28900 -0.13464  0.1948
H -0.79328 -2.47275 1.46898  0.1722
H -0.20808 1.00739 1.35117  0.1825
H -1.01857 -0.02794 2.51972  0.1819
H -1.95311 1.10696 1.47863  0.1767
H -1.65601 -0.97725 -1.43994  0.1969
H -1.97037 0.67077 -0.89780  0.1921
H 1.77494 0.84344 1.13796  0.5102
H 2.91899 1.78882 1.48525  0.4552
O 2.51538 0.95428 1.75694  -0.9796

=====

*y*
Molecular formula: C4H10NO3
Method: DFT, ωB97M-V/def2-TZVPD

Results
total charge: -1
HOMO-LUMO gap: 8.2 eV
LUMO level: 3.8 eV
HOMO: -4.4 eV

Last column: natural (NBO) charge in e.
Element x y z (Å)
O 2.39941 -1.14933 -1.24303  -0.7630
C 1.27681 -1.05726 -0.71558  0.7875
O 0.70217 -1.92059 0.00078  -0.8194
C 0.45307 0.21380 -1.17169  -0.5203
C -0.58055 0.65733 -0.12490  -0.4268
C -0.68313 2.17826 0.03424  -0.2086
N -2.02574 2.65943 0.27423  -0.8593
H 0.09727 -0.04915 -2.16338  0.2079
H 1.21053 0.99916 -1.23161  0.1965
H -0.33495 0.16478 0.81357  0.2374
H -1.57266 0.23071 -0.33399  0.1859
H 0.05783 2.45663 0.80468  0.1588
H -0.21744 2.64666 -0.84402  0.1595
H -2.03999 3.45452 0.89020  0.3507
H -2.69168 1.94931 0.52652  0.3653
H -0.35798 -1.89228 1.24836  0.5200
H -0.42859 -2.40532 2.76501  0.4507
O -0.83562 -1.82369 2.12635  -1.0230

=====

Q: Which of them is the least stable? A: *w*.

=====

*w*
Molecular formula: C4H10NO3
Method: DFT, ωB97M-V/def2-TZVPD

Results
total charge: -1
HOMO-LUMO gap: 6.7 eV
LUMO level: 3.7 eV
HOMO: -3.0 eV

Last column: natural (NBO) charge in e.
Element x y z (Å)
C -1.01519 -2.07570 -1.48646  -0.7191
C 0.27967 -1.29937 -1.64722  0.6743
N 0.29738 -0.03265 -1.19388  -0.6051
C -0.65010 0.56447 -0.24324  -0.2577
C -0.36727 0.26471 1.26316  -0.0090
O -1.07343 1.06231 2.07094  -0.9469
O 1.20126 -1.79940 -2.28617  -0.6789
H -1.50902 -2.00390 -0.52601  0.2309
H -0.75743 -3.11787 -1.60767  0.2235
H -1.70890 -1.72522 -2.24669  0.2188
H 1.15767 0.47292 -1.31642  0.3875
H -0.60121 1.65202 -0.36158  0.1854
H -1.67347 0.27845 -0.47621  0.1787
H -0.61109 -0.83283 1.39357  0.0635
H 0.76403 0.25538 1.31558  0.0579
H 2.48782 2.90234 1.77641  0.4630
H 1.41930 2.61069 2.84480  0.4992
O 2.35997 2.82366 2.72708  -0.9657

=====

*x*
Molecular formula: C4H10NO3
Method: DFT, ωB97M-V/def2-TZVPD

Results
total charge: -1
HOMO-LUMO gap: 7.5 eV
LUMO level: 3.7 eV
HOMO: -3.8 eV

Last column: natural (NBO) charge in e.
Element x y z (Å)
O -1.26748 -0.50510 2.73563  -0.5690
C -0.82216 -1.01700 1.73548  0.4554
C 0.51881 -0.70547 1.10498  -0.1615
C 0.86212 0.79719 1.27803  -0.6485
N 0.55695 -1.24502 -0.21360  -0.7003
C -0.21957 -0.58867 -1.36258  0.1292
O 0.59007 0.10528 -2.18115  -0.9119
H -1.36480 -1.81838 1.19316  0.1086
H 1.22542 -1.31352 1.69120  0.2089
H 0.05913 1.31530 1.80932  0.2094
H 0.88967 1.29727 0.30832  0.2418
H 1.76406 0.98263 1.85793  0.1952
H 1.47450 -1.42659 -0.59639  0.3658
H -0.74656 -1.41993 -1.85260  0.1044
H -0.93022 0.08287 -0.82625  0.0911
H -0.41588 2.92042 -1.56362  0.4321
H 0.13312 1.48998 -2.23088  0.5045
O -0.42892 2.37866 -2.36637  -1.0553

=====

Q: Which of them is the least stable? A: *x*.

=====

*w*
Molecular formula: ClFH2
Method: DFT, ωB97M-V/def2-TZVPD

Results
HOMO-LUMO gap: 12.8 eV
structure (SMILES): Cl.F
LUMO level: 0.8 eV
HOMO: -12.0 eV

Last column: natural (NBO) charge in e.
Element x y z (Å)
Cl -0.96747 0.00583 -0.24891  -0.2738
H -2.02993 -0.47839 0.28084  0.2731
F 1.75072 -0.09840 -0.21930  -0.5572
H 1.24668 0.57096 0.18738  0.5579

=====

*x*
Molecular formula: ClFH2
Method: DFT, ωB97M-V/def2-TZVPD

Results
HOMO-LUMO gap: 11.7 eV
structure (SMILES): Cl.F
LUMO level: 0.6 eV
HOMO: -11.2 eV

Last column: natural (NBO) charge in e.
Element x y z (Å)
Cl 1.23732 -0.18598 -0.25276  -0.2870
H 2.18228 0.76769 0.14427  0.2855
F -1.41964 -0.01336 -0.30328  -0.5659
H -1.99996 -0.56835 0.41177  0.5674

=====

Q: Which of them is the least stable? A: *x*.

=====

*w*
Molecular formula: C2H5ClN2
Method: DFT, ωB97M-V/def2-TZVPD

Results
HOMO-LUMO gap (alpha / beta): 6.7 / 9.6 eV
LUMO level (alpha / beta): -0.5 / 0.4 eV
HOMO (alpha / beta): -7.1 / -9.2 eV

Last column: natural (NBO) charge in e.
Element x y z (Å)
C -0.35829 1.09917 -0.42751  0.1995
C -0.48295 -0.26069 1.60591  -0.4457
N -0.85969 0.66150 0.60190  -0.4210
N 1.48174 -0.29094 -1.79973  -0.5938
Cl 0.51412 -1.67359 -1.74695  0.0840
H -0.48794 2.09133 -1.02899  0.2004
H -1.35038 -0.46517 2.34510  0.2121
H 0.44795 0.13692 2.03181  0.2281
H -0.36438 -1.28690 1.22408  0.2209
H 1.45979 -0.01162 -2.80562  0.3156

=====

*x*
Molecular formula: C2H5ClN2
Method: DFT, ωB97M-V/def2-TZVPD

Results
HOMO-LUMO gap: 10.1 eV
structure (SMILES): C/C(N)=N/Cl
LUMO level: 0.9 eV
HOMO: -9.2 eV

Last column: natural (NBO) charge in e.
Element x y z (Å)
C 0.85767 -0.26904 0.97193  -0.6922
C -0.30366 -0.03357 0.03465  0.4247
N 0.13670 0.33685 -1.24030  -0.8306
N -1.50746 0.13212 0.53152  -0.5010
Cl -2.69376 0.54095 -0.59382  0.0700
H 1.02040 -1.27314 1.29034  0.2453
H 1.64455 0.32940 0.48575  0.2336
H 0.55013 0.00358 2.02003  0.2547
H 0.96233 -0.18597 -1.63114  0.3973
H -0.66689 0.41882 -1.86896  0.3982

=====

Q: Which of them is the least stable? A: *w*.